Entry 1:
{"formula": "C3H2FNS", "method": "ωB97M-V/def2-TZVPD", "homo_lumo_gap_ev": 8.31, "e_lumo_ev": -1.495, "e_above_lowest_kcal_mol": 64.1, "total_energy_ev": -18181.768, "species": ["S", "F", "N", "C", "C", "C", "H", "H"], "positions_angstrom": [[-0.04, 0.40, -2.48], [-0.92, -0.38, 1.41], [2.41, 0.02, 1.29], [-0.10, 0.23, 0.44], [-0.70, -0.23, -1.03], [1.32, -0.16, 0.79], [-1.87, -1.19, -0.78], [-0.09, 1.32, 0.35]]}

Entry 2:
{"formula": "C3H2FO2Pt", "method": "ωB97M-V/def2-TZVPD", "total_charge": 1, "spin_multiplicity": 3, "homo_lumo_gap_ev": [7.13, 6.77], "e_lumo_ev": [-6.754, -8.302], "e_above_lowest_kcal_mol": 29.3, "total_energy_ev": -13186.055, "species": ["Pt", "F", "O", "O", "C", "C", "C", "H", "H"], "positions_angstrom": [[1.84, -0.75, 0.26], [-1.02, 1.90, -0.10], [0.29, -1.54, -0.60], [0.98, 0.78, 0.20], [-1.25, -0.11, 0.24], [-0.90, -1.47, -0.01], [-0.19, 0.72, -0.21], [-1.68, -2.06, -0.52], [-1.95, 0.14, 1.03]]}

Entry 3:
{"formula": "C3H2FO2Tm", "method": "ωB97M-V/def2-TZVPD", "total_charge": 1, "spin_multiplicity": 4, "homo_lumo_gap_ev": [6.74, 5.67], "e_lumo_ev": [-5.107, -7.704], "e_above_lowest_kcal_mol": 82.8, "total_energy_ev": -39470.242, "species": ["Tm", "F", "O", "O", "C", "C", "C", "H", "H"], "positions_angstrom": [[-2.43, 1.44, -1.28], [0.09, 1.55, 1.10], [1.18, 0.73, -0.69], [1.25, -1.35, 0.35], [-0.46, -0.58, 0.22], [-0.04, 0.81, -0.08], [2.06, -0.64, -0.28], [-0.89, -0.70, 1.22], [-0.75, -1.28, -0.57]]}

Entry 4:
{"formula": "C3H2FO3", "method": "ωB97M-V/def2-TZVPD", "total_charge": -1, "homo_lumo_gap_ev": 9.23, "e_lumo_ev": 3.894, "e_above_lowest_kcal_mol": 28.7, "total_energy_ev": -12004.297, "species": ["F", "O", "O", "O", "C", "C", "C", "H", "H"], "positions_angstrom": [[2.52, 0.11, 2.21], [0.68, -0.67, 1.13], [1.81, 0.99, 0.15], [-1.00, -0.38, -2.84], [-1.42, -0.03, -0.44], [-1.26, -0.16, -1.66], [1.53, 0.18, 1.02], [-2.29, 0.34, 0.07], [-0.57, -0.37, 0.35]]}

Entry 5:
{"formula": "C3H2FO3", "method": "ωB97M-V/def2-TZVPD", "total_charge": -1, "homo_lumo_gap_ev": 7.67, "e_lumo_ev": 4.103, "e_above_lowest_kcal_mol": 72.9, "total_energy_ev": -12002.376, "species": ["F", "O", "O", "O", "C", "C", "C", "H", "H"], "positions_angstrom": [[-1.12, 1.98, 0.05], [-4.02, 0.80, -0.42], [-3.57, -1.28, 0.41], [1.25, 0.12, 0.24], [-1.25, 0.58, 0.26], [-3.52, -0.18, 0.02], [-0.20, -0.23, 0.15], [-0.20, -1.32, 0.35], [1.07, 1.03, -0.03]]}

Entry 6:
{"formula": "C3H2FO3Tb", "method": "ωB97M-V/def2-TZVPD", "total_charge": 2, "spin_multiplicity": 7, "homo_lumo_gap_ev": [4.57, 7.33], "e_lumo_ev": [-13.888, -10.362], "total_energy_ev": -34416.155, "species": ["Tb", "F", "O", "O", "O", "C", "C", "C", "H", "H"], "positions_angstrom": [[1.58, 0.84, 1.65], [-0.47, 1.38, 0.63], [-1.35, -2.09, 0.51], [0.29, -0.97, 1.59], [1.66, 0.71, -0.59], [-0.64, 0.36, -0.35], [0.59, 0.40, -1.15], [-0.61, -1.18, 0.75], [-1.61, 0.46, -0.84], [0.56, 0.11, -2.21]]}

Entry 7:
{"formula": "C3H2FOP", "method": "ωB97M-V/def2-TZVPD", "spin_multiplicity": 3, "homo_lumo_gap_ev": [6.73, 7.27], "e_lumo_ev": [0.011, -3.518], "e_above_lowest_kcal_mol": 21.5, "total_energy_ev": -17190.414, "species": ["P", "F", "O", "C", "C", "C", "H", "H"], "positions_angstrom": [[-0.77, -1.59, 0.31], [-0.78, -2.11, 1.87], [1.48, -0.36, 1.39], [0.59, 0.79, -0.76], [0.48, 1.63, -1.63], [0.69, -0.33, 0.50], [-1.84, -0.45, 0.56], [0.16, 2.41, -2.25]]}

Entry 8:
{"formula": "C3H2HoO4", "method": "ωB97M-V/def2-TZVPD", "total_charge": 1, "spin_multiplicity": 5, "homo_lumo_gap_ev": [6.54, 6.70], "e_lumo_ev": [-6.563, -6.415], "e_above_lowest_kcal_mol": 0.0, "total_energy_ev": -37124.534, "species": ["Ho", "O", "O", "O", "O", "C", "C", "C", "H", "H"], "positions_angstrom": [[0.76, -1.48, 0.46], [-0.76, -0.31, 1.32], [-1.74, 1.53, 0.45], [-0.49, 0.08, -0.81], [2.13, -0.38, -0.63], [-1.07, 0.53, 0.42], [1.70, 0.62, -1.38], [0.38, 0.91, -1.53], [0.14, 1.94, -1.86], [2.41, 1.09, -2.06]]}

Entry 9:
{"formula": "C3H2I2", "method": "ωB97M-V/def2-TZVPD", "homo_lumo_gap_ev": [7.73, 8.19], "e_lumo_ev": [-0.444, -1.453], "e_above_lowest_kcal_mol": 89.8, "total_energy_ev": -19338.203, "species": ["I", "I", "C", "C", "C", "H", "H"], "positions_angstrom": [[-1.59, 2.08, -0.01], [-1.94, -1.46, -0.54], [1.47, -0.26, 1.23], [0.36, -0.11, 0.68], [-0.74, 0.13, -0.06], [2.49, -0.17, 1.48], [-0.05, -0.21, -2.77]]}

Entry 10:
{"formula": "C3H2IN2", "method": "ωB97M-V/def2-TZVPD", "total_charge": 1, "homo_lumo_gap_ev": 9.26, "e_lumo_ev": -6.501, "smiles": "N#C[N+]1=C(I)C1", "e_above_lowest_kcal_mol": 13.3, "total_energy_ev": -14212.340, "species": ["I", "N", "N", "C", "C", "C", "H", "H"], "positions_angstrom": [[2.41, -2.56, 0.90], [1.56, 0.37, 0.20], [3.74, 1.13, -0.45], [2.65, 0.99, -0.17], [1.41, -0.89, 0.43], [0.18, -0.15, 0.09], [-0.50, 0.17, 0.88], [-0.25, -0.25, -0.90]]}

Entry 11:
{"formula": "C3H2InO2", "method": "ωB97M-V/def2-TZVPD", "total_charge": 2, "spin_multiplicity": 2, "homo_lumo_gap_ev": [8.37, 6.98], "e_lumo_ev": [-11.829, -13.849], "e_above_lowest_kcal_mol": 31.0, "total_energy_ev": -12386.546, "species": ["In", "O", "O", "C", "C", "C", "H", "H"], "positions_angstrom": [[-1.73, -2.18, -0.45], [-0.62, -0.08, -1.04], [0.63, -0.84, 0.79], [-0.17, 0.96, -0.30], [0.55, 0.55, 0.76], [0.10, -1.40, -0.30], [1.28, 1.08, 1.35], [-0.04, 1.92, -0.81]]}

Entry 12:
{"formula": "C3H2IrLiO3", "method": "ωB97M-V/def2-TZVPD", "total_charge": 2, "spin_multiplicity": 5, "homo_lumo_gap_ev": [5.66, 6.36], "e_lumo_ev": [-10.005, -11.937], "e_above_lowest_kcal_mol": 15.0, "total_energy_ev": -12303.553, "species": ["Ir", "O", "O", "O", "C", "C", "C", "Li", "H", "H"], "positions_angstrom": [[2.70, 0.43, -1.12], [-1.01, -1.29, 1.68], [1.19, -0.81, 1.20], [0.93, 0.76, -1.64], [-0.13, 0.65, -1.06], [-0.12, -0.82, 1.11], [-1.36, 1.09, -0.89], [1.56, -2.53, 2.24], [-2.20, 0.42, -0.94], [-1.55, 2.10, -0.58]]}

Entry 13:
{"formula": "C3H2KMgO3", "method": "ωB97M-V/def2-TZVPD", "total_charge": 1, "homo_lumo_gap_ev": 3.68, "e_lumo_ev": -4.400, "e_above_lowest_kcal_mol": 0.0, "total_energy_ev": -31047.500, "species": ["K", "Mg", "O", "O", "O", "C", "C", "C", "H", "H"], "positions_angstrom": [[-2.50, 1.55, 4.24], [-1.50, 2.41, -2.09], [0.33, -1.35, 2.86], [-0.02, 1.06, -2.42], [-0.94, 0.52, 2.08], [0.53, 0.11, -1.98], [-0.16, -0.50, 2.27], [1.23, -0.96, -1.75], [0.83, -1.94, -1.93], [2.21, -0.90, -1.29]]}

Entry 14:
{"formula": "C3H2LiNaO3", "method": "ωB97M-V/def2-TZVPD", "total_charge": 1, "spin_multiplicity": 2, "homo_lumo_gap_ev": [7.67, 9.45], "e_lumo_ev": [-3.965, -4.314], "e_above_lowest_kcal_mol": 28.5, "total_energy_ev": -13901.398, "species": ["Na", "O", "O", "O", "C", "C", "C", "Li", "H", "H"], "positions_angstrom": [[0.16, -0.21, 0.55], [2.42, 0.34, 0.03], [4.26, 0.83, -1.13], [-3.81, -0.18, 1.77], [3.06, 0.64, -1.02], [-3.21, -0.34, 0.80], [-2.44, -0.47, -0.28], [4.29, 0.46, 0.91], [-2.33, -1.48, -0.67], [-2.40, 0.40, -0.95]]}

Entry 15:
{"formula": "C3H2LiO3Rh", "method": "ωB97M-V/def2-TZVPD", "total_charge": 2, "spin_multiplicity": 5, "homo_lumo_gap_ev": [6.21, 7.97], "e_lumo_ev": [-8.923, -10.563], "e_above_lowest_kcal_mol": 0.0, "total_energy_ev": -12475.499, "species": ["Rh", "O", "O", "O", "C", "C", "C", "Li", "H", "H"], "positions_angstrom": [[0.70, 0.58, -0.42], [-0.61, -0.98, 2.49], [0.10, -2.43, 4.22], [2.07, -0.63, 0.15], [2.28, -1.49, 0.95], [2.73, -2.54, 1.56], [0.02, -1.82, 3.25], [-2.16, -0.05, 3.56], [2.47, -3.54, 1.23], [3.30, -2.46, 2.47]]}

Entry 16:
{"formula": "C3H2MnO4", "method": "ωB97M-V/def2-TZVPD", "total_charge": 2, "spin_multiplicity": 6, "homo_lumo_gap_ev": [11.22, 9.74], "e_lumo_ev": [-10.799, -12.559], "e_above_lowest_kcal_mol": 8.6, "total_energy_ev": -42631.779, "species": ["Mn", "O", "O", "O", "O", "C", "C", "C", "H", "H"], "positions_angstrom": [[-0.23, 0.45, -0.02], [1.35, 2.02, -1.96], [0.03, 0.76, 1.86], [2.05, -2.91, -0.89], [-2.66, -0.97, -0.91], [-1.72, -0.42, -0.56], [1.42, -1.99, -0.65], [0.73, 1.41, -1.21], [-0.45, 1.60, 2.04], [-0.51, 0.06, 2.31]]}

Entry 17:
{"formula": "C3H2N2", "method": "ωB97M-V/def2-TZVPD", "homo_lumo_gap_ev": 7.92, "e_lumo_ev": -1.601, "e_above_lowest_kcal_mol": 128.7, "total_energy_ev": -6116.904, "species": ["N", "N", "C", "C", "C", "H", "H"], "positions_angstrom": [[1.57, -0.11, -0.06], [-0.64, -0.44, -0.01], [2.49, 0.62, 0.07], [0.61, -0.99, 0.02], [-0.79, 0.88, -0.04], [-1.85, 1.16, -0.03], [-1.40, -1.12, 0.05]]}

Entry 18:
{"formula": "C3H2N2", "method": "ωB97M-V/def2-TZVPD", "homo_lumo_gap_ev": [7.71, 7.65], "e_lumo_ev": [-1.937, -1.971], "e_above_lowest_kcal_mol": 102.0, "total_energy_ev": -6118.063, "species": ["N", "N", "C", "C", "C", "H", "H"], "positions_angstrom": [[1.82, -1.88, 0.27], [-2.87, -0.55, -0.25], [-2.08, 0.31, 0.01], [-1.20, 1.19, 0.30], [2.25, -0.96, -0.24], [2.67, -0.09, -0.68], [-0.59, 1.99, 0.59]]}

Entry 19:
{"formula": "C3H2N2O", "method": "ωB97M-V/def2-TZVPD", "homo_lumo_gap_ev": 8.16, "e_lumo_ev": -0.149, "e_above_lowest_kcal_mol": 84.7, "total_energy_ev": -8166.038, "species": ["O", "N", "N", "C", "C", "C", "H", "H"], "positions_angstrom": [[0.38, -1.15, -0.66], [-2.55, 0.66, 0.61], [1.92, -0.21, 0.92], [-1.61, 0.44, -0.03], [-0.67, -0.03, -0.88], [0.99, -0.50, 0.18], [-0.51, 0.33, -1.86], [2.04, 0.45, 1.71]]}

Entry 20:
{"formula": "C3H2N2O", "method": "ωB97M-V/def2-TZVPD", "homo_lumo_gap_ev": 7.91, "e_lumo_ev": -1.915, "smiles": "O=C1C=NN=C1", "e_above_lowest_kcal_mol": 64.2, "total_energy_ev": -8166.931, "species": ["O", "N", "N", "C", "C", "C", "H", "H"], "positions_angstrom": [[-2.03, 0.11, 0.10], [1.27, -0.42, -0.56], [1.37, 0.15, 0.68], [0.08, -0.17, -1.23], [-0.84, 0.04, -0.09], [0.20, 0.39, 1.17], [-0.01, 0.53, 2.27], [-0.04, -0.62, -2.34]]}